# 1
Molecular formula: C69H128N18O27
Method: DFT, wB97M-V/def2-TZVPD

Atoms and positions in Å:
C (-22.995, 10.057, 3.796)
N (-23.902, 11.168, 4.156)
C (-24.631, 11.005, 5.264)
C (-25.617, 11.962, 5.539)
C (-25.795, 12.989, 4.633)
C (-24.937, 13.204, 3.568)
C (-24.026, 12.197, 3.332)
C (-26.924, 13.910, 4.938)
C (-27.734, 14.391, 3.956)
C (-28.765, 15.279, 4.145)
N (-29.000, 15.756, 5.383)
C (-28.164, 15.335, 6.395)
C (-27.200, 14.367, 6.232)
C (-30.062, 16.781, 5.560)
H (-23.551, 9.209, 3.489)
H (-22.378, 9.886, 4.699)
H (-22.253, 10.399, 3.030)
H (-24.370, 10.136, 5.863)
H (-26.241, 11.818, 6.407)
H (-25.058, 14.080, 2.914)
H (-23.339, 12.166, 2.456)
H (-27.608, 14.109, 2.907)
H (-29.424, 15.469, 3.281)
H (-28.384, 15.917, 7.274)
H (-26.610, 14.056, 7.070)
H (-30.466, 16.645, 6.560)
H (-30.774, 16.546, 4.701)
H (-29.673, 17.797, 5.416)
C (-27.860, 20.419, -0.953)
N (-28.046, 20.747, 0.486)
C (-28.286, 19.801, 1.410)
C (-28.412, 20.180, 2.728)
C (-28.266, 21.488, 3.139)
C (-27.994, 22.451, 2.170)
C (-27.899, 22.088, 0.861)
C (-28.443, 21.827, 4.587)
C (-27.989, 20.987, 5.645)
C (-28.273, 21.414, 6.896)
N (-29.018, 22.474, 7.145)
C (-29.356, 23.328, 6.175)
C (-29.063, 23.018, 4.883)
C (-29.422, 22.803, 8.478)
H (-26.920, 20.915, -1.326)
H (-28.743, 20.681, -1.505)
H (-27.693, 19.351, -1.020)
H (-28.293, 18.703, 1.157)
H (-28.654, 19.404, 3.479)
H (-27.796, 23.467, 2.389)
H (-27.661, 22.723, 0.043)
H (-27.409, 20.135, 5.431)
H (-27.836, 20.919, 7.822)
H (-29.829, 24.256, 6.528)
H (-29.519, 23.548, 4.062)
H (-28.691, 23.453, 8.940)
H (-29.603, 21.896, 9.057)
H (-30.350, 23.309, 8.534)
C (-26.134, 8.636, -2.805)
C (-25.874, 7.968, -1.422)
C (-26.345, 8.887, -0.285)
C (-27.858, 9.119, -0.314)
N (-28.658, 8.460, 0.784)
C (-30.121, 8.602, 0.516)
C (-30.932, 8.728, 1.806)
C (-29.843, 8.611, 2.878)
C (-28.563, 9.049, 2.145)
C (-28.363, 6.961, 0.878)
H (-25.715, 8.065, -3.660)
H (-25.546, 9.590, -2.842)
H (-27.157, 8.899, -2.960)
H (-24.749, 7.935, -1.262)
H (-26.348, 7.025, -1.331)
H (-25.840, 9.812, -0.512)
H (-25.981, 8.564, 0.673)
H (-28.211, 8.633, -1.201)
H (-28.107, 10.188, -0.269)
H (-30.443, 7.781, -0.099)
H (-30.234, 9.563, -0.043)
H (-31.768, 8.048, 1.962)
H (-31.403, 9.681, 1.883)
H (-29.833, 7.562, 3.204)
H (-30.022, 9.258, 3.800)
H (-27.622, 8.711, 2.635)
H (-28.666, 10.162, 2.041)
H (-28.479, 6.556, -0.087)
H (-29.161, 6.455, 1.459)
H (-27.347, 6.752, 1.187)
C (-27.111, 15.443, -2.889)
C (-28.092, 14.382, -3.324)
C (-29.619, 14.610, -2.868)
C (-29.760, 15.640, -1.750)
N (-31.176, 15.708, -1.142)
C (-31.527, 14.392, -0.510)
C (-32.405, 13.637, -1.547)
C (-32.745, 14.694, -2.688)
C (-32.273, 16.026, -2.130)
C (-31.049, 16.852, -0.169)
H (-26.042, 15.125, -2.947)
H (-27.281, 15.878, -1.888)
H (-27.101, 16.338, -3.540)
H (-27.824, 13.504, -2.738)
H (-27.999, 14.089, -4.405)
H (-29.858, 13.577, -2.531)
H (-30.358, 15.035, -3.586)
H (-29.615, 16.704, -1.987)
H (-29.123, 15.346, -0.915)
H (-31.999, 14.686, 0.412)
H (-30.624, 13.903, -0.221)
H (-33.277, 13.209, -1.104)
H (-31.835, 12.795, -1.966)
H (-33.778, 14.820, -2.895)
H (-32.360, 14.488, -3.672)
H (-33.068, 16.565, -1.569)
H (-31.911, 16.748, -2.876)
H (-31.058, 17.732, -0.765)
H (-30.147, 16.752, 0.375)
H (-31.856, 16.897, 0.561)
C (-29.137, 10.303, 7.526)
C (-30.517, 10.011, 8.042)
C (-31.645, 10.928, 7.544)
C (-32.015, 10.719, 6.099)
N (-32.777, 11.860, 5.517)
C (-33.626, 11.475, 4.285)
C (-32.909, 11.947, 3.060)
C (-31.537, 12.422, 3.578)
C (-31.825, 12.884, 4.917)
C (-33.623, 12.567, 6.575)
H (-29.104, 11.202, 6.886)
H (-28.700, 9.417, 7.030)
H (-28.351, 10.564, 8.290)
H (-30.614, 10.041, 9.122)
H (-30.804, 8.979, 7.730)
H (-31.276, 11.948, 7.834)
H (-32.531, 10.835, 8.173)
H (-32.669, 9.884, 5.973)
H (-31.138, 10.550, 5.469)
H (-34.616, 11.850, 4.502)
H (-33.756, 10.418, 4.341)
H (-33.424, 12.813, 2.739)
H (-32.719, 11.143, 2.395)
H (-31.161, 13.197, 2.912)
H (-30.694, 11.636, 3.601)
H (-32.214, 13.890, 4.933)
H (-31.006, 12.871, 5.628)
H (-34.160, 11.782, 7.132)
H (-34.292, 13.181, 6.018)
H (-32.977, 13.162, 7.230)
C (-21.021, 7.389, 1.777)
C (-20.814, 7.102, 3.298)
C (-21.932, 6.429, 4.090)
C (-21.685, 6.854, 5.563)
N (-22.591, 6.167, 6.479)
C (-22.507, 6.663, 7.980)
C (-23.025, 5.494, 8.873)
C (-23.096, 4.286, 7.922)
C (-22.383, 4.687, 6.654)
C (-23.979, 6.482, 6.105)
H (-21.856, 8.124, 1.626)
H (-21.225, 6.437, 1.261)
H (-20.163, 7.812, 1.356)
H (-20.569, 8.075, 3.719)
H (-19.879, 6.566, 3.457)
H (-21.739, 5.355, 3.971)
H (-22.897, 6.699, 3.741)
H (-21.814, 7.904, 5.749)
H (-20.760, 6.450, 5.886)
H (-22.993, 7.629, 8.067)
H (-21.475, 6.807, 8.144)
H (-23.963, 5.821, 9.309)
H (-22.333, 5.231, 9.637)
H (-24.174, 4.076, 7.684)
H (-22.719, 3.326, 8.326)
H (-22.779, 4.158, 5.809)
H (-21.332, 4.389, 6.653)
H (-24.720, 6.044, 6.748)
H (-24.233, 6.198, 5.094)
H (-24.052, 7.585, 6.134)
C (-36.962, 18.254, 5.429)
C (-36.001, 19.425, 5.533)
C (-35.129, 19.622, 4.291)
C (-35.755, 20.711, 3.421)
N (-35.301, 20.682, 2.007)
C (-33.858, 20.978, 1.796)
C (-33.762, 22.520, 1.960)
C (-35.178, 23.065, 1.663)
C (-35.963, 21.831, 1.268)
C (-35.583, 19.415, 1.301)
H (-36.519, 17.515, 4.762)
H (-37.991, 18.525, 5.088)
H (-37.034, 17.771, 6.384)
H (-35.289, 19.156, 6.313)
H (-36.475, 20.366, 5.806)
H (-34.957, 18.681, 3.745)
H (-34.157, 20.005, 4.515)
H (-35.579, 21.717, 3.832)
H (-36.831, 20.746, 3.284)
H (-33.617, 20.684, 0.759)
H (-33.142, 20.428, 2.421)
H (-32.940, 22.902, 1.373)
H (-33.596, 22.728, 3.010)
H (-35.232, 23.771, 0.855)
H (-35.576, 23.541, 2.564)
H (-35.676, 21.661, 0.262)
H (-37.054, 21.811, 1.452)
H (-34.964, 18.577, 1.560)
H (-35.453, 19.633, 0.213)
H (-36.605, 19.090, 1.396)
N (-26.233, 17.989, 2.978)
O (-26.297, 19.047, 3.666)
O (-26.840, 16.964, 3.356)
O (-25.630, 18.044, 1.901)
N (-31.152, 14.958, 8.606)
O (-31.207, 14.241, 9.628)
O (-30.662, 16.117, 8.651)
O (-31.641, 14.512, 7.492)
N (-28.448, 12.827, 0.516)
O (-28.562, 14.040, 0.330)
O (-29.305, 11.969, 0.045)
O (-27.544, 12.386, 1.243)
N (-22.971, 10.261, 0.168)
O (-23.634, 9.414, 0.808)
O (-22.846, 10.148, -1.075)
O (-22.428, 11.162, 0.778)
N (-31.155, 20.866, -0.302)
O (-31.290, 20.453, 0.948)
O (-30.937, 19.971, -1.122)
O (-31.159, 22.035, -0.632)
N (-27.184, 7.381, 4.680)
O (-25.984, 7.683, 4.418)
O (-27.743, 6.451, 4.118)
O (-27.781, 8.142, 5.458)
N (-32.815, 16.268, 2.836)
O (-31.960, 15.387, 3.119)
O (-33.378, 16.195, 1.694)
O (-33.068, 17.199, 3.627)
N (-22.790, 9.737, 8.099)
O (-23.967, 9.302, 8.064)
O (-22.220, 10.026, 7.058)
O (-22.235, 9.871, 9.191)
N (-32.772, 22.899, 5.828)
O (-32.674, 22.231, 4.778)
O (-33.826, 23.539, 5.981)
O (-31.842, 23.057, 6.601)

Calculated values
Charge   0

Löwdin atomic charge list, values in e, 2 entries:
1. C 0.02
2. N -0.05



# 2
Molecular formula: C69H149N8O15
Method: DFT, wB97M-V/def2-TZVPD

Atoms and positions in Å:
C (4.863, 0.868, 0.569)
C (5.899, 1.384, -0.425)
C (5.546, 2.821, -0.775)
N (6.611, 3.756, -1.433)
C (7.825, 3.638, -0.566)
C (6.925, 3.583, -2.951)
C (7.118, 4.977, -3.583)
C (6.592, 5.945, -2.556)
C (6.035, 5.204, -1.339)
H (3.866, 0.912, 0.130)
H (4.849, 1.426, 1.505)
H (5.122, -0.135, 0.910)
H (5.756, 0.801, -1.335)
H (6.856, 1.174, 0.052)
H (5.402, 3.384, 0.148)
H (4.604, 2.989, -1.297)
H (8.302, 2.660, -0.637)
H (7.480, 3.822, 0.451)
H (8.580, 4.349, -0.902)
H (7.715, 2.850, -3.115)
H (6.074, 3.056, -3.384)
H (8.196, 4.986, -3.740)
H (6.580, 5.225, -4.498)
H (7.456, 6.536, -2.251)
H (5.929, 6.678, -3.016)
H (6.084, 5.676, -0.358)
H (4.981, 5.018, -1.547)
C (2.606, -8.555, -0.706)
C (1.801, -7.291, -0.549)
C (1.076, -6.985, -1.886)
N (-0.163, -6.085, -1.849)
C (0.257, -4.636, -1.444)
C (-1.265, -6.606, -0.981)
C (-2.470, -5.823, -1.465)
C (-2.309, -5.849, -3.051)
C (-0.754, -5.938, -3.269)
H (3.253, -8.503, -1.582)
H (1.939, -9.400, -0.875)
H (3.400, -8.638, 0.037)
H (2.450, -6.497, -0.182)
H (0.996, -7.438, 0.171)
H (0.596, -7.910, -2.207)
H (1.638, -6.648, -2.757)
H (-0.379, -3.836, -1.822)
H (1.204, -4.355, -1.905)
H (0.288, -4.635, -0.355)
H (-1.079, -6.433, 0.079)
H (-1.384, -7.653, -1.258)
H (-2.588, -4.837, -1.015)
H (-3.439, -6.252, -1.209)
H (-2.641, -4.941, -3.554)
H (-2.773, -6.702, -3.547)
H (-0.335, -5.140, -3.883)
H (-0.471, -6.876, -3.747)
C (-2.772, -1.435, -2.533)
C (-1.900, -0.301, -2.123)
C (-1.510, -0.514, -0.659)
N (-0.380, 0.309, 0.026)
C (-0.638, 1.850, -0.168)
C (0.971, -0.118, -0.606)
C (1.529, -1.316, 0.241)
C (0.812, -1.174, 1.623)
C (-0.252, -0.103, 1.548)
H (-2.540, -2.477, -2.314)
H (-2.937, -1.305, -3.603)
H (-3.764, -1.375, -2.085)
H (-2.309, 0.699, -2.269)
H (-1.043, -0.438, -2.782)
H (-1.144, -1.537, -0.570)
H (-2.421, -0.371, -0.077)
H (-1.670, 1.965, 0.163)
H (-0.625, 2.065, -1.237)
H (0.093, 2.543, 0.247)
H (1.632, 0.735, -0.456)
H (0.732, -0.252, -1.661)
H (2.613, -1.200, 0.241)
H (1.303, -2.282, -0.211)
H (1.502, -0.944, 2.434)
H (0.300, -2.103, 1.873)
H (0.075, 0.771, 2.112)
H (-1.253, -0.427, 1.832)
C (-2.044, -7.416, 7.581)
C (-1.310, -6.043, 7.748)
C (-2.026, -4.989, 6.850)
N (-1.413, -3.574, 6.961)
C (-1.616, -3.042, 8.342)
C (0.031, -3.418, 6.442)
C (-0.009, -2.685, 5.126)
C (-1.267, -1.748, 5.132)
C (-2.260, -2.651, 6.000)
H (-1.553, -8.142, 8.229)
H (-2.048, -7.849, 6.580)
H (-3.028, -7.312, 8.037)
H (-0.289, -6.040, 7.366)
H (-1.232, -5.715, 8.785)
H (-3.100, -5.057, 7.022)
H (-1.894, -5.238, 5.797)
H (-0.895, -3.578, 8.959)
H (-2.625, -3.380, 8.578)
H (-1.347, -1.987, 8.393)
H (0.538, -2.898, 7.255)
H (0.491, -4.406, 6.457)
H (0.972, -2.230, 4.987)
H (-0.088, -3.440, 4.344)
H (-1.062, -0.816, 5.657)
H (-1.753, -1.616, 4.165)
H (-3.096, -2.137, 6.474)
H (-2.703, -3.273, 5.221)
C (-3.517, 1.109, -5.370)
C (-4.871, 1.143, -5.973)
C (-5.910, 0.067, -5.468)
N (-7.408, 0.355, -5.747)
C (-7.701, 0.468, -7.264)
C (-7.957, 1.581, -4.894)
C (-9.123, 1.019, -4.098)
C (-9.700, -0.215, -4.941)
C (-8.335, -0.771, -5.135)
H (-3.577, 1.023, -4.285)
H (-2.870, 1.941, -5.649)
H (-2.933, 0.266, -5.739)
H (-4.835, 0.927, -7.041)
H (-5.210, 2.179, -5.941)
H (-5.692, -0.133, -4.419)
H (-5.706, -0.820, -6.068)
H (-7.174, 1.411, -7.410)
H (-8.734, 0.208, -7.493)
H (-7.155, -0.289, -7.827)
H (-8.315, 2.352, -5.576)
H (-7.243, 2.097, -4.252)
H (-9.813, 1.861, -4.154)
H (-8.993, 0.887, -3.024)
H (-10.171, -0.094, -5.917)
H (-10.481, -0.714, -4.368)
H (-8.145, -1.736, -5.605)
H (-7.849, -1.028, -4.194)
C (7.940, -6.932, 2.486)
C (6.578, -6.603, 3.051)
C (6.017, -5.263, 2.473)
N (4.672, -4.869, 3.138)
C (4.907, -4.338, 4.596)
C (3.996, -3.717, 2.360)
C (2.505, -3.907, 2.424)
C (2.169, -5.235, 3.078)
C (3.494, -5.967, 3.031)
H (8.119, -8.002, 2.373)
H (8.744, -6.583, 3.133)
H (8.060, -6.611, 1.451)
H (6.593, -6.799, 4.123)
H (5.928, -7.408, 2.710)
H (5.948, -5.295, 1.385)
H (6.708, -4.442, 2.667)
H (5.898, -4.060, 4.954)
H (4.672, -5.270, 5.111)
H (4.122, -3.617, 4.819)
H (4.330, -2.756, 2.750)
H (4.295, -3.825, 1.317)
H (2.278, -2.932, 2.854)
H (2.126, -3.904, 1.402)
H (1.855, -5.205, 4.121)
H (1.447, -5.817, 2.505)
H (3.700, -6.623, 3.877)
H (3.772, -6.436, 2.087)
C (1.645, 7.988, 4.621)
C (2.591, 7.779, 3.455)
C (1.611, 7.743, 2.183)
N (1.179, 6.310, 1.772)
C (0.473, 6.487, 0.412)
C (0.266, 5.665, 2.797)
C (1.222, 4.734, 3.646)
C (1.875, 4.035, 2.501)
C (2.265, 5.185, 1.542)
H (1.386, 9.044, 4.698)
H (2.149, 7.500, 5.455)
H (0.641, 7.578, 4.506)
H (3.136, 6.837, 3.519)
H (3.193, 8.681, 3.349)
H (2.301, 8.010, 1.383)
H (0.719, 8.369, 2.197)
H (1.031, 7.069, -0.321)
H (-0.493, 6.955, 0.601)
H (0.267, 5.506, -0.016)
H (-0.523, 5.095, 2.305)
H (-0.268, 6.548, 3.149)
H (0.678, 3.931, 4.143)
H (1.809, 5.351, 4.327)
H (1.405, 3.199, 1.983)
H (2.834, 3.600, 2.779)
H (2.338, 4.860, 0.504)
H (3.190, 5.694, 1.814)
C (-7.048, 6.737, -0.929)
C (-5.622, 6.153, -1.013)
C (-5.072, 6.103, -2.373)
N (-3.534, 5.797, -2.372)
C (-3.100, 4.760, -1.311)
C (-2.701, 7.063, -1.971)
C (-2.760, 8.023, -3.245)
C (-2.926, 6.915, -4.421)
C (-2.893, 5.581, -3.761)
H (-7.216, 7.699, -1.413)
H (-7.322, 6.988, 0.095)
H (-7.755, 5.969, -1.244)
H (-5.642, 5.097, -0.741)
H (-5.063, 6.686, -0.243)
H (-5.375, 6.936, -3.008)
H (-5.458, 5.206, -2.856)
H (-2.034, 4.594, -1.459)
H (-3.788, 3.959, -1.581)
H (-3.213, 5.044, -0.264)
H (-1.682, 6.716, -1.799)
H (-3.116, 7.596, -1.115)
H (-1.761, 8.416, -3.057)
H (-3.602, 8.710, -3.157)
H (-2.247, 7.055, -5.263)
H (-3.965, 6.965, -4.745)
H (-1.876, 5.211, -3.629)
H (-3.478, 4.769, -4.195)
O (4.032, -3.261, -1.169)
C (4.136, -4.163, -2.078)
O (4.472, -5.307, -1.784)
O (3.887, -3.771, -3.236)
H (3.950, -2.495, -1.743)
O (-5.824, 2.514, -0.234)
C (-5.161, 1.414, -0.566)
O (-4.350, 0.924, 0.284)
O (-5.304, 1.050, -1.689)
H (-6.092, 2.414, -1.151)
O (2.164, 2.637, -1.943)
C (1.746, 3.867, -2.330)
O (0.568, 4.212, -2.363)
O (2.610, 4.473, -2.960)
H (2.893, 2.975, -2.469)
O (-3.303, -4.000, 2.590)
C (-2.066, -4.271, 2.168)
O (-1.539, -5.295, 2.607)
O (-1.610, -3.534, 1.268)
H (-3.456, -3.185, 2.105)
O (3.506, -0.467, -2.413)
C (3.910, -0.098, -3.650)
O (3.940, -0.944, -4.636)
O (4.505, 0.984, -3.750)
H (3.779, 0.437, -2.236)

Calculated values
Charge   +3

Löwdin atomic charge list, values in e, 2 entries:
1. C -0.09
2. C -0.20



In order of appearance, HOMO energy = -0.277; -0.355 Eh.
In order of appearance, energy relative to the best compared isomer or geometry (same formula, charge and spin) = 0.000; 13.585 eV.
In order of appearance, LUMO energy = -1.919; -5.139 eV.